Entry from the Open Molecules 2025 dataset: C37H36BiNSTe as an isolated structure (ωB97M-V/def2-TZVPD).

CARTESIAN COORDINATES (ANGSTROEM)
Bi  1.49712  0.60202  0.84062
C  3.64989  -2.15234  1.39523
C  2.88862  -2.09815  0.08567
C  3.28565  -1.17517  -0.91251
C  4.51874  -0.31509  -0.72684
C  2.62309  -1.15301  -2.15071
C  3.07343  -0.22178  -3.24932
C  1.55671  -2.03264  -2.38942
C  0.88775  -2.08367  -3.74102
C  1.17046  -2.95614  -1.40733
C  0.06376  -3.93326  -1.70773
C  1.86642  -3.02709  -0.19286
C  1.58761  -4.20324  0.71646
H  4.56867  -2.73353  1.28915
H  3.07279  -2.60437  2.19586
H  3.94443  -1.16097  1.74319
H  4.30758  0.75386  -0.81980
H  5.25337  -0.55880  -1.49494
H  5.00607  -0.47262  0.22889
H  2.26202  0.43348  -3.57910
H  3.39418  -0.78588  -4.12630
H  3.90263  0.41084  -2.95232
H  1.17345  -1.25811  -4.38485
H  -0.20090  -2.08410  -3.66267
H  1.15990  -3.01131  -4.24995
H  -0.75660  -3.45356  -2.23955
H  -0.34827  -4.37898  -0.80737
H  0.42611  -4.74522  -2.34395
H  0.57215  -4.19191  1.11856
H  2.28111  -4.27391  1.54784
H  1.68265  -5.12817  0.14653
S  -1.52223  3.08320  3.40796
C  -0.78574  4.25144  2.35082
C  -1.00802  5.62337  2.28851
C  -0.28524  6.34662  1.36173
C  0.63705  5.71983  0.51382
C  0.85479  4.35996  0.57526
C  0.13209  3.62217  1.50910
N  0.20840  2.25135  1.73597
C  -0.58728  1.84276  2.70034
C  -0.57977  0.43626  3.09271
C  -1.32159  -0.04335  4.16797
C  -1.23045  -1.37900  4.52594
C  -0.39936  -2.23488  3.81694
C  0.34761  -1.76051  2.74306
C  0.25470  -0.43160  2.37107
H  -1.71271  6.10543  2.95197
H  -0.42761  7.41602  1.29289
H  1.19317  6.31376  -0.19820
H  1.57347  3.88081  -0.07961
H  -1.95815  0.62662  4.73336
H  -1.79674  -1.74791  5.36986
H  -0.32613  -3.27595  4.10245
H  0.98226  -2.43775  2.19344
Te  -0.28880  0.51951  -1.46506
C  -1.60258  2.10871  -0.97493
C  -1.50255  3.27249  -1.72582
C  -2.39682  4.30774  -1.48623
C  -3.37050  4.17018  -0.50839
C  -3.46312  2.99715  0.23349
C  -2.57890  1.95589  0.00234
C  -1.78620  -0.95596  -1.22539
C  -1.89043  -1.79456  -0.12872
C  -2.98598  -2.64517  -0.04601
C  -3.94723  -2.64983  -1.04628
C  -3.81312  -1.81878  -2.15130
C  -2.72671  -0.96225  -2.24888
H  -0.74345  3.37674  -2.49209
H  -2.34036  5.21531  -2.07173
H  -4.07144  4.97491  -0.33212
H  -4.23569  2.88710  0.98323
H  -2.66840  1.02989  0.55922
H  -1.13607  -1.80411  0.64348
H  -3.08328  -3.30849  0.80322
H  -4.80407  -3.30489  -0.96792
H  -4.55061  -1.83706  -2.94201
H  -2.62675  -0.31029  -3.10897

Atoms 1-3, force components in eV/Å:
Bi 0.201 -0.207 0.207
C -0.037 -0.031 -0.047
C -0.028 0.055 0.020

Results
Charge: +2
Calculated total energy: -64398.538 eV
Molar mass: 863.3 g/mol
Frontier orbital gap: 7.04 eV
LUMO: -6.84 eV

***

Entry from the Open Molecules 2025 dataset: C28H26CrNO4 as an isolated structure in a non-equilibrium geometry (ωB97M-V/def2-TZVPD).

CARTESIAN COORDINATES (ANGSTROEM)
O  4.60912  1.01794  2.06531
C  4.42623  0.88218  0.91996
Cr  4.12332  0.39802  -0.87725
C  3.15285  -1.01156  -0.10602
O  2.59228  -1.87615  0.45145
C  5.57738  -0.83367  -0.68999
O  6.34216  -1.66307  -0.40074
C  5.05564  1.55514  -2.43897
C  4.41013  2.45507  -1.58231
C  3.07451  2.25236  -1.22875
C  2.35104  1.14228  -1.71055
C  1.10207  0.72629  -1.06744
C  0.02793  0.49502  -0.54306
C  -1.37485  0.22831  -0.13243
C  -1.83225  -1.13420  -0.63534
C  -0.87836  -2.12323  -0.92425
C  -1.29215  -3.40738  -1.30557
C  -2.65484  -3.70812  -1.36705
C  -3.60394  -2.70279  -1.18439
C  -3.18165  -1.40676  -0.89655
C  -2.36591  1.35589  -0.42888
C  -1.99391  2.49205  -1.13725
C  -2.83801  3.61409  -1.12539
C  -4.02878  3.59863  -0.39603
C  -4.40194  2.45493  0.31922
C  -3.58105  1.32623  0.27809
C  2.98345  0.32002  -2.67799
C  4.31491  0.51718  -3.03345
H  6.11853  1.67392  -2.66744
H  4.96207  3.30068  -1.16514
H  2.56488  2.92971  -0.53946
H  0.18661  -1.88142  -0.86424
H  -0.53628  -4.16212  -1.54176
H  -2.98155  -4.72110  -1.59395
H  -4.67573  -2.89094  -1.27032
H  -3.91911  -0.61021  -0.88326
H  -1.03522  2.49503  -1.65572
H  -2.53806  4.50160  -1.68161
H  -4.67468  4.47631  -0.36848
H  -5.31870  2.41694  0.90928
H  -3.90458  0.41692  0.80431
H  2.40541  -0.50430  -3.10017
H  4.80054  -0.15750  -3.74300
C  -1.65315  -2.94832  2.14795
C  -1.15591  -1.71802  2.87626
C  -0.37449  -0.68287  2.07199
C  0.40008  0.24283  3.00864
O  0.80344  1.38032  2.23083
N  -1.31854  0.24548  1.27687
H  -1.90029  -3.70715  2.90075
H  -2.55740  -2.77135  1.55313
H  -0.87693  -3.35487  1.48976
H  -1.97421  -1.21690  3.41854
H  -0.45062  -2.04534  3.65244
H  0.29048  -1.13978  1.33888
H  -0.26950  0.57417  3.82653
H  1.26446  -0.29464  3.43523
H  1.45546  1.88261  2.75678
H  -2.24019  0.10830  1.69698
H  -1.01219  1.19730  1.53502

Atoms 1-3, force components in eV/Å:
O -0.708 -0.869 -4.040
C 1.261 2.652 8.097
Cr 0.902 -2.728 -0.348

Results
Charge: +2
⟨S²⟩: 3.8100
Calculated total energy: -67539.526 eV
Molar mass: 492.5 g/mol
Frontier orbital gap (alpha / beta): 6.84 / 6.17 eV
LUMO (alpha / beta): -6.09 / -8.29 eV
Spin multiplicity: 4

***

Entry from the Open Molecules 2025 dataset: a 2-piece molecular cluster, C2H9IN4S overall in a non-equilibrium geometry (ωB97M-V/def2-TZVPD).

CARTESIAN COORDINATES (ANGSTROEM)
C  -0.30221  0.06860  -0.66389
C  0.07313  -2.54164  1.56477
N  -1.01449  1.01313  -1.09483
N  -0.61952  -0.83489  0.33284
N  -0.70729  2.82488  -0.18432
N  0.35069  -1.56076  0.63428
S  1.76009  -0.26218  -0.84084
I  2.93936  1.24710  -2.32565
H  0.73011  -2.26456  2.51087
H  -0.97066  -2.57761  2.00131
H  0.62803  -3.47941  1.16731
H  -1.14979  1.22762  -2.08012
H  -1.62472  -1.09260  0.51725
H  -0.05007  3.50894  -0.62508
H  -1.56784  3.26295  -0.10471
H  -0.24788  2.81544  0.72766
H  1.77308  -1.35501  -1.53688

Atoms 1-3, force components in eV/Å:
C -0.017 2.414 -2.115
C 1.784 -1.931 2.879
N 0.675 -2.918 0.548

Results
Charge: +2
Calculated total energy: -27093.308 eV
Molar mass: 248.1 g/mol
Energy above the lowest of the compared OMol25 structures with the same formula, charge and spin: 40.9 kcal per mole
Frontier orbital gap (alpha / beta): 7.16 / 7.15 eV
LUMO (alpha / beta): -10.13 / -10.13 eV

***

Entry from the Open Molecules 2025 dataset: C4H6IN in the gas phase in a non-equilibrium geometry (ωB97M-V/def2-TZVPD).

CARTESIAN COORDINATES (ANGSTROEM)
C  0.51133  0.66085  -0.42675
C  -0.36081  1.80035  -0.29404
C  -1.30643  1.36829  0.84442
C  1.01944  -1.88683  -0.15435
N  0.82063  -0.48069  -0.23018
I  -2.58363  -0.21950  0.30755
H  0.32310  2.59047  0.00247
H  -0.93679  1.73361  -1.28743
H  -0.69423  1.15198  1.74415
H  1.24637  -2.22741  0.92533
H  1.86870  -2.19129  -0.90792
H  0.09230  -2.29983  -0.52324

Atoms 1-3, force components in eV/Å:
C 1.313 -5.709 0.976
C -1.685 -0.797 -0.347
C 1.067 1.052 -0.077

Results
Calculated total energy: -13831.235 eV
Molar mass: 195.0 g/mol
Energy above the lowest of the compared OMol25 structures with the same formula, charge and spin: 90.5 kcal per mole
Frontier orbital gap (alpha / beta): 6.76 / 6.77 eV
LUMO (alpha / beta): 0.30 / 0.30 eV

***

Entry from the Open Molecules 2025 dataset: C2HF3N2 in the gas phase in a non-equilibrium geometry (ωB97M-V/def2-TZVPD).

CARTESIAN COORDINATES (ANGSTROEM)
N  -2.19502  1.28627  -0.17609
C  -1.06094  1.18770  0.01245
N  0.32295  1.41044  0.24039
C  1.59145  0.66598  0.04690
F  1.65282  -0.53679  0.59684
F  1.87852  0.55161  -1.24656
F  2.48750  1.50667  0.55373
H  0.58421  2.34974  0.49294

Atoms 1-3, force components in eV/Å:
N 0.378 -0.446 0.162
C 3.177 0.681 0.071
N -1.218 -1.092 0.072

Results
SMILES string: N#CNC(F)(F)F
Calculated total energy: -13222.044 eV
Molar mass: 110.0 g/mol
Energy above the lowest of the compared OMol25 structures with the same formula, charge and spin: 3.9 kcal per mole
Frontier orbital gap: 11.53 eV
LUMO: 0.46 eV

***

Entry from the Open Molecules 2025 dataset: C2H6N2O in the gas phase in a non-equilibrium geometry (ωB97M-V/def2-TZVPD).

CARTESIAN COORDINATES (ANGSTROEM)
C  -2.02820  0.80512  0.38005
N  -1.22790  -0.03819  -0.18401
N  0.07622  0.25028  0.04954
C  0.99646  -0.87309  -0.02057
O  2.32989  -0.40927  0.06960
H  -1.68654  1.65863  0.99191
H  -3.11648  0.68045  0.26634
H  0.40539  0.95872  -0.60612
H  0.81776  -1.55945  0.81253
H  0.88360  -1.42853  -0.95798
H  2.54979  -0.04466  -0.80128

Atoms 1-3, force components in eV/Å:
C 0.157 -0.643 -0.641
N -2.811 0.442 0.908
N 2.361 1.037 0.356

Results
SMILES string: C=NNCO
Calculated total energy: -7196.847 eV
Molar mass: 74.1 g/mol
Energy above the lowest of the compared OMol25 structures with the same formula, charge and spin: 67.8 kcal per mole
Frontier orbital gap: 9.57 eV
LUMO: 0.90 eV

***

Entry from the Open Molecules 2025 dataset: an isolated ion of composition C16H19N2O2 and charge +1 in a non-equilibrium geometry (ωB97M-V/def2-TZVPD).

CARTESIAN COORDINATES (ANGSTROEM)
C  -2.70428  1.50207  -4.39701
O  -2.67219  2.13362  -3.10343
C  -1.80853  1.59297  -2.25074
C  -1.72225  2.33738  -1.06498
C  -0.90466  1.82733  -0.03454
C  -0.28555  0.52799  -0.16742
C  0.58978  0.04750  0.97908
N  1.83544  0.46340  1.00366
C  2.22560  1.75915  0.32980
C  2.83980  -0.03622  2.02876
C  2.14528  -0.28246  3.32828
N  0.85840  -1.00138  3.04990
C  0.32965  -1.94758  3.90848
C  -0.73505  -2.36268  3.27983
C  -0.87302  -1.76453  2.02593
C  0.14595  -0.93071  1.87156
C  -0.40407  -0.25640  -1.31037
O  0.13582  -1.49265  -1.30604
C  -0.17863  -2.43913  -2.30804
C  -1.26406  0.27707  -2.34945
H  -3.30525  2.17873  -5.00651
H  -1.65574  1.39401  -4.72525
H  -3.07448  0.48114  -4.35332
H  -2.35808  3.18227  -0.94988
H  -0.88700  2.48954  0.81310
H  2.95437  2.33951  0.89768
H  1.36746  2.40543  0.16380
H  2.66061  1.54411  -0.68765
H  3.71050  0.61861  2.14110
H  3.27561  -0.98294  1.66562
H  2.86509  -0.84521  3.87301
H  2.06375  0.69783  3.81750
H  0.70071  -2.20418  4.89383
H  -1.49466  -3.08812  3.69501
H  -1.62208  -1.87398  1.17366
H  -1.22419  -2.62850  -2.08555
H  0.36393  -3.34616  -2.29629
H  -0.23443  -1.91926  -3.37159
H  -1.65957  -0.39757  -3.17153

Atoms 1-3, force components in eV/Å:
C 0.680 0.438 0.219
O -0.003 -0.705 -1.322
C -0.329 -1.322 1.512

Results
Charge: +1
SMILES string: COc1ccc(C2=[N+](C)CCn3cccc32)c(OC)c1
Calculated total energy: -23966.616 eV
Molar mass: 271.3 g/mol
Energy above the lowest of the compared OMol25 structures with the same formula, charge and spin: 78.0 kcal per mole
Frontier orbital gap: 7.63 eV
LUMO: -3.82 eV

***

Entry from the Open Molecules 2025 dataset: C4H5N3 in the gas phase in a non-equilibrium geometry (ωB97M-V/def2-TZVPD).

CARTESIAN COORDINATES (ANGSTROEM)
C  0.49136  -0.76797  -1.31767
N  0.59778  0.28337  -0.26987
C  -0.34411  0.23727  0.90712
C  -0.08603  1.28048  1.80841
N  0.15802  2.15695  2.53905
C  -1.56681  -0.38820  0.72415
N  -2.57084  -0.94625  0.53302
H  0.90703  -1.68293  -0.90061
H  1.06841  -0.47247  -2.19862
H  -0.55306  -0.93157  -1.59060
H  0.65472  1.22406  -0.69728
H  1.29494  0.01588  0.42996

Atoms 1-3, force components in eV/Å:
C -0.057 -0.193 0.086
N -0.001 -0.202 0.539
C -0.860 0.267 0.094

Results
Calculated total energy: -8696.275 eV
Molar mass: 95.1 g/mol
Energy above the lowest of the compared OMol25 structures with the same formula, charge and spin: 81.6 kcal per mole
Frontier orbital gap: 8.06 eV
LUMO: -0.12 eV